Below is a 12-piece molecular cluster, C22H68N8O12 overall at a distorted geometry, with properties calculated with ωB97M-V/def2-TZVPD.

XYZ file:
```
110
Properties=species:S:1:pos:R:3:forces:R:3
N 1.389 3.457 3.755 1.468 2.867 3.217
C 0.811 3.080 2.664 -3.661 4.230 -4.892
N 0.893 1.817 2.356 -1.025 -4.033 -1.045
O 0.236 4.000 1.905 2.086 -3.728 2.698
H 1.493 4.453 3.684 -0.218 0.500 0.629
H 2.134 3.039 4.265 0.055 -0.992 0.099
H 0.459 1.486 1.458 -0.009 0.628 1.527
H 1.101 1.070 3.064 -0.603 1.357 -0.901
N -1.364 -3.532 0.310 -8.634 -0.485 6.042
C -0.275 -3.897 -0.097 8.270 -6.322 1.181
N 0.109 -3.132 -1.077 5.004 1.290 -4.526
O 0.406 -4.899 0.489 -1.761 3.709 -2.409
H -1.793 -4.043 1.133 0.834 0.962 -1.696
H -1.896 -2.841 -0.139 -0.717 0.858 -0.376
H 1.058 -3.066 -1.573 -1.879 -0.956 1.532
H -0.397 -2.307 -1.298 -0.650 -0.016 0.010
N 4.663 0.303 -1.572 4.144 2.171 -3.489
C 3.861 -0.546 -0.991 -4.931 -4.691 -2.247
N 4.007 -0.839 0.302 -0.575 -1.712 0.344
O 2.838 -1.168 -1.711 4.642 3.013 3.176
H 4.646 0.441 -2.638 -0.419 -0.897 2.243
H 5.587 0.688 -1.226 -1.833 -1.058 0.205
H 3.410 -1.702 0.540 1.301 1.257 -0.468
H 4.853 -0.621 0.866 -0.769 -0.220 -0.684
N 3.415 1.274 2.019 -1.678 -2.467 -2.461
C 4.415 1.520 2.811 4.125 -3.276 0.573
N 4.336 2.759 3.252 0.660 3.842 2.709
O 5.403 0.690 3.054 -3.141 2.825 -0.896
H 3.395 0.416 1.461 0.210 0.559 0.659
H 2.483 1.659 2.116 0.612 0.577 -0.185
H 5.005 3.089 3.950 -0.299 -0.414 -0.517
H 3.563 3.428 3.057 1.213 -1.277 -0.260
C -4.370 2.341 3.074 -0.039 -1.578 0.528
C -3.483 1.660 4.106 -0.833 -7.421 -8.214
C -2.131 1.241 3.411 -1.164 1.110 1.837
O -3.211 2.388 5.058 2.246 5.445 7.660
H -3.894 3.205 2.720 0.332 1.686 -0.029
H -5.345 2.472 3.525 -0.385 0.417 -0.233
H -4.418 1.734 2.192 -0.566 -0.521 -0.352
H -4.006 0.684 4.387 0.257 0.589 -0.039
H -1.868 2.038 2.748 1.042 0.763 0.199
H -2.181 0.432 2.795 -0.952 -2.449 -1.943
H -1.423 0.855 4.141 0.389 0.954 0.304
H -3.911 3.013 5.144 -0.552 1.038 0.790
C -3.113 -3.434 -2.728 1.036 0.490 0.389
C -2.634 -2.026 -3.044 -4.763 -2.503 -6.725
C -3.902 -1.152 -3.257 0.343 -0.540 -2.016
O -2.067 -1.479 -2.084 7.050 4.814 8.503
H -3.753 -3.365 -1.843 0.230 -0.283 0.138
H -2.186 -3.986 -2.566 -0.375 -0.596 0.315
H -3.690 -3.860 -3.514 -0.338 -0.397 -0.727
H -1.792 -2.039 -3.772 -1.638 -0.528 -1.522
H -3.733 -0.081 -3.281 0.369 0.100 -0.249
H -4.591 -1.327 -2.469 -0.415 -0.324 1.124
H -4.438 -1.475 -4.132 -0.309 0.165 -0.691
H -1.204 -1.099 -2.439 -1.197 -0.228 1.227
C 4.589 -3.811 1.802 3.001 -0.894 0.901
C 3.111 -3.786 1.638 1.060 -0.955 5.574
C 2.507 -2.699 2.549 -0.235 -0.369 -0.290
O 2.898 -3.500 0.406 1.724 2.333 -5.671
H 4.981 -2.772 1.580 -0.081 -1.142 1.009
H 5.152 -4.436 1.069 -1.002 0.257 -0.016
H 4.959 -4.329 2.769 -0.693 1.658 -1.060
H 2.664 -4.757 1.883 0.006 0.001 0.344
H 1.448 -2.612 2.365 -0.684 -0.430 0.180
H 2.849 -1.688 2.376 0.716 0.143 -0.127
H 2.718 -2.939 3.560 -0.102 -0.112 1.130
H 2.023 -3.688 0.254 -3.672 -1.021 -1.162
C 0.827 -0.751 -5.435 0.202 -0.255 -0.514
C 0.765 -0.206 -4.007 0.144 7.188 -7.569
C -0.343 0.772 -3.835 0.410 2.018 -1.129
O 0.613 -1.070 -3.151 0.557 -8.675 7.613
H 0.050 -1.498 -5.474 -0.321 -0.429 -0.464
H 1.784 -1.206 -5.673 0.210 -0.504 0.435
H 0.733 -0.062 -6.270 -0.519 0.531 0.256
H 1.683 0.311 -3.881 1.195 1.040 0.283
H -0.490 1.054 -2.819 -0.031 -0.033 1.021
H -1.283 0.469 -4.239 -0.750 -0.399 -0.536
H -0.011 1.697 -4.310 -0.502 0.193 -0.283
H 1.538 -1.252 -2.831 -0.884 -0.518 0.685
C -2.742 2.818 -2.119 -2.911 1.694 -0.682
C -2.090 3.352 -0.836 -6.789 1.733 -2.035
C -2.908 3.066 0.367 -2.449 -1.654 -1.573
O -0.980 2.814 -0.681 8.403 -3.393 0.656
H -3.588 3.541 -2.407 0.962 -1.072 0.159
H -3.165 1.810 -2.219 -0.043 -0.090 1.122
H -2.061 2.804 -2.920 1.204 0.551 -1.017
H -1.953 4.402 -0.966 -0.168 1.182 -0.123
H -2.493 3.539 1.160 1.216 1.518 2.587
H -2.906 1.965 0.583 -0.058 0.787 -0.346
H -3.937 3.374 0.209 -0.316 0.039 0.284
H -1.167 1.915 -0.412 0.982 -0.565 0.183
C -3.816 -0.742 0.401 -1.593 0.068 -1.618
O -2.625 -1.244 0.903 0.553 0.368 1.558
H -3.547 -0.274 -0.506 0.207 1.287 -0.882
H -4.377 -0.031 1.061 0.423 -0.993 -0.472
H -4.363 -1.591 -0.040 -0.764 0.204 0.887
H -2.844 -1.333 1.829 0.696 -0.525 0.679
C 1.801 2.021 -1.616 -0.595 -0.465 1.744
O 3.081 2.233 -2.077 1.740 0.061 0.093
H 1.447 1.053 -1.904 -0.395 -0.562 -0.247
H 1.185 2.779 -1.997 -0.952 0.918 -0.722
H 1.603 2.085 -0.507 0.815 0.122 -0.605
H 3.703 1.532 -1.739 -1.489 1.670 -0.240
C 0.297 -0.386 0.197 2.021 -1.497 0.453
O -0.616 0.576 0.530 -1.371 -0.055 0.433
H 0.207 -1.294 0.743 -0.614 -0.794 0.971
H 1.360 -0.190 0.324 -0.028 1.128 0.270
H 0.260 -0.704 -0.786 -0.290 -0.026 -2.247
H -1.429 0.053 0.736 0.261 0.428 0.055
```
Forces are in eV/Å.

Output
HOMO level = -0.33147 hartree
energy relative to the best compared isomer or geometry (same formula, charge and spin) = 647.72 kJ/mol
net charge = 0
energy = -2219.6467 Eh
SMILES string = NC(N)=O.NC(N)=O.NC(N)=O.NC(N)=O.CC(C)O.CC(C)O.CC(C)O.CC(C)O.CC(C)O.CO.CO.CO
2S+1 = 1
lowest unoccupied orbital energy = 0.153 eV
Kohn-Sham gap = 9.17 eV

Mulliken population analysis, charges in e, atoms 1 to 99: number 1, N, carries -0.488; number 2, C, carries 0.322; number 3, N, carries 0.364; number 4, O, carries -0.718; number 5, H, carries 0.259; number 6, H, carries 0.363; number 7, H, carries -0.988; number 8, H, carries 0.435; number 9, N, carries 0.196; number 10, C, carries 0.432; number 11, N, carries 0.817; number 12, O, carries -0.847; number 13, H, carries 0.281; number 14, H, carries -0.094; number 15, H, carries 0.437; number 16, H, carries -1.491; number 17, N, carries -0.342; number 18, C, carries -0.204; number 19, N, carries -0.221; number 20, O, carries -0.753; number 21, H, carries 0.443; number 22, H, carries 0.241; number 23, H, carries -0.125; number 24, H, carries 0.454; number 25, N, carries 0.061; number 26, C, carries 0.486; number 27, N, carries -0.393; number 28, O, carries -0.755; number 29, H, carries -0.510; number 30, H, carries 0.930; number 31, H, carries 0.254; number 32, H, carries 0.241; number 33, C, carries -1.414; number 34, C, carries 0.493; number 35, C, carries -0.186; number 36, O, carries -0.463; number 37, H, carries 0.566; number 38, H, carries 0.499; number 39, H, carries 0.052; number 40, H, carries 0.129; number 41, H, carries -0.193; number 42, H, carries -0.270; number 43, H, carries 0.389; number 44, H, carries 0.386; number 45, C, carries -1.512; number 46, C, carries 1.139; number 47, C, carries -1.538; number 48, O, carries 0.499; number 49, H, carries 0.223; number 50, H, carries 0.342; number 51, H, carries 0.510; number 52, H, carries 0.044; number 53, H, carries 0.265; number 54, H, carries 0.375; number 55, H, carries 0.473; number 56, H, carries -1.197; number 57, C, carries -1.182; number 58, C, carries 0.504; number 59, C, carries -1.048; number 60, O, carries -0.679; number 61, H, carries 0.137; number 62, H, carries 0.349; number 63, H, carries 0.346; number 64, H, carries 0.587; number 65, H, carries 0.178; number 66, H, carries 0.133; number 67, H, carries 0.631; number 68, H, carries -0.103; number 69, C, carries -1.805; number 70, C, carries 0.770; number 71, C, carries -1.063; number 72, O, carries -0.505; number 73, H, carries 0.294; number 74, H, carries 0.427; number 75, H, carries 0.383; number 76, H, carries 0.191; number 77, H, carries -0.254; number 78, H, carries 0.693; number 79, H, carries 0.451; number 80, H, carries 0.414; number 81, C, carries -1.702; number 82, C, carries 0.559; number 83, C, carries -1.358; number 84, O, carries 0.017; number 85, H, carries 0.405; number 86, H, carries 0.178; number 87, H, carries 0.451; number 88, H, carries 0.459; number 89, H, carries 0.516; number 90, H, carries 0.031; number 91, H, carries 0.570; number 92, H, carries -0.717; number 93, C, carries -0.398; number 94, O, carries -0.572; number 95, H, carries -0.197; number 96, H, carries 0.284; number 97, H, carries 0.434; number 98, H, carries 0.192; number 99, C, carries -0.261